Record 1
Below is a cluster of 12 separate species, C39H111N15O12 in total in a non-equilibrium geometry, with properties calculated with ωB97M-V/def2-TZVPD.

The geometry in XYZ format:
```
177
Properties=species:S:1:pos:R:3:lowdin_charge:R:1
O -1.612 -0.638 -5.515 -0.19
O 2.570 6.218 0.723 -0.17
O -0.292 -5.373 -4.107 -0.17
O 0.360 2.489 -3.944 -0.25
O -0.145 -2.179 1.448 -0.25
O -4.354 0.791 -1.433 -0.19
O 4.561 3.139 2.269 -0.01
O 5.085 -1.322 -2.352 0.00
O 6.857 2.601 6.954 -0.20
O -5.892 -6.242 0.675 -0.20
O -4.410 -1.586 4.103 -0.18
O -4.814 2.310 2.998 0.02
N 1.832 -7.406 -1.862 0.04
N 3.728 8.056 2.349 0.03
N 4.060 2.570 7.366 0.03
N -0.875 0.032 -2.920 0.08
N -3.006 3.686 2.733 0.15
N -3.526 -7.162 -2.004 0.02
N 2.989 -0.494 -2.003 0.16
N 4.295 1.922 0.376 0.17
N -1.525 -3.684 3.257 0.03
N 1.846 -0.158 1.523 0.05
N 6.100 3.340 0.618 0.16
N 3.977 -1.825 -0.449 0.17
N -3.297 2.563 4.686 0.16
N -1.044 5.673 -2.661 0.04
N -6.166 1.790 -3.614 0.02
C 5.888 7.968 1.410 -0.07
C -3.948 -6.727 -0.653 -0.40
C -3.798 2.825 3.449 -0.67
C 0.631 -6.319 -3.703 -0.23
C 1.156 -6.158 -2.242 -0.40
C 4.961 2.828 1.150 -0.69
C -0.242 4.469 -2.548 -0.44
C -1.912 -0.899 -6.863 -0.10
C 0.006 -0.826 -3.714 -0.40
C 0.195 1.614 1.719 -0.03
C 0.422 0.106 1.873 -0.39
C -0.466 -0.841 1.090 -0.18
C 6.003 2.187 5.911 -0.22
C 3.721 1.006 5.507 -0.07
C 3.975 6.351 0.686 -0.21
C -4.199 2.183 -4.914 -0.07
C 2.194 -5.035 -2.264 -0.07
C -2.539 -3.095 4.197 -0.37
C -7.272 -6.522 0.894 -0.11
C -3.444 -5.270 -0.603 -0.05
C -0.313 -2.296 -3.391 -0.05
C 4.063 -1.258 -1.656 -0.70
C -0.483 3.632 -3.812 -0.16
C -1.669 -2.232 5.154 -0.06
C 1.754 2.713 -4.039 -0.08
C -4.066 1.809 -2.392 -0.20
C 2.154 4.895 0.844 -0.14
C 4.726 1.565 6.521 -0.43
C -0.125 -3.105 0.366 -0.08
C 8.221 2.299 6.695 -0.10
C -5.354 -0.856 3.328 -0.10
C 4.390 7.769 1.074 -0.42
C -1.395 -5.817 -4.830 -0.12
C -0.238 -0.678 -5.248 -0.22
C -0.431 3.747 -1.232 -0.06
C -5.464 -6.794 -0.576 -0.21
C -3.450 -2.262 3.321 -0.22
C -4.739 1.431 -3.695 -0.42
C -3.724 0.919 -0.170 -0.08
H -6.490 1.560 -2.678 0.07
H -5.877 -6.203 -1.398 0.13
H 0.243 0.305 -5.382 0.11
H -1.174 -2.552 -4.012 0.08
H -2.972 0.129 -0.107 0.07
H 5.134 0.740 7.111 0.13
H -3.216 1.870 0.023 0.07
H 0.156 -7.311 -3.626 0.10
H -5.841 -7.821 -0.573 0.12
H 1.054 -0.649 -3.488 0.09
H -0.695 6.581 -2.388 0.07
H 2.750 0.789 5.941 0.07
H 5.659 3.058 5.339 0.13
H -0.545 -0.715 0.005 0.12
H 6.454 2.983 -0.250 0.10
H -0.456 0.966 -3.027 0.04
H 1.952 -1.158 1.669 0.07
H 2.735 7.943 2.152 0.07
H -1.422 -0.345 -7.671 0.09
H 8.785 2.950 7.364 0.09
H -1.105 -1.508 4.564 0.06
H 6.086 7.308 2.255 0.08
H -0.008 -4.087 0.814 0.09
H -2.557 -6.982 -2.213 0.05
H -2.211 4.157 3.111 0.09
H -6.739 1.220 -4.225 0.07
H 1.777 -4.029 -2.293 0.05
H 4.203 0.098 5.126 0.07
H 8.494 2.559 5.671 0.08
H 0.666 -2.755 -0.305 0.07
H -4.534 3.206 -5.102 0.08
H 6.241 8.973 1.642 0.07
H 3.738 3.350 6.800 0.07
H 8.477 1.263 6.923 0.09
H 0.326 -0.115 2.942 0.13
H -1.670 0.179 -3.547 0.06
H -3.708 -4.942 0.412 0.07
H -2.352 -5.487 -4.407 0.08
H -0.738 1.993 2.141 0.06
H -2.465 3.054 4.942 0.09
H 4.444 5.635 1.370 0.11
H -7.474 -7.598 0.895 0.08
H -6.127 -1.453 2.834 0.09
H 0.076 1.824 0.652 0.06
H 1.065 4.901 0.864 0.07
H 2.586 4.189 0.127 0.08
H -2.980 1.890 -2.502 0.09
H -0.496 -2.564 -2.354 0.05
H 1.983 3.375 -4.880 0.10
H -4.979 -0.076 2.666 0.05
H -0.802 -4.086 3.841 0.06
H -7.476 -6.209 1.916 0.09
H 4.078 8.446 0.267 0.13
H 4.826 2.965 7.909 0.06
H -3.703 1.889 5.307 0.11
H -4.015 -4.563 -1.201 0.09
H 3.643 1.587 4.583 0.06
H 2.880 -5.054 -1.410 0.07
H 2.756 -7.442 -2.274 0.07
H -3.004 -3.913 4.742 0.14
H -7.926 -6.053 0.160 0.09
H -1.051 -3.082 -0.217 0.08
H -5.824 -0.353 4.179 0.09
H -4.009 -3.044 2.774 0.13
H -0.393 4.471 -0.424 0.06
H 6.489 1.487 5.225 0.12
H -2.270 -1.608 5.829 0.07
H 6.652 3.955 1.185 0.11
H 1.307 -8.183 -2.248 0.06
H 6.555 7.692 0.585 0.07
H 0.315 -5.865 -1.614 0.13
H -3.334 3.886 1.804 0.10
H -4.437 2.772 -2.024 0.13
H 2.100 3.171 -3.109 0.08
H -3.736 -8.149 -2.109 0.07
H -2.360 -5.212 -0.650 0.06
H 0.416 -1.323 -5.842 0.13
H -3.462 -7.420 0.038 0.14
H -1.054 -2.840 5.817 0.07
H 2.308 0.374 2.256 0.07
H 3.414 1.538 0.667 0.06
H 4.628 -2.523 -0.148 0.11
H 3.912 9.021 2.598 0.07
H -1.135 -2.884 2.740 0.02
H -1.838 5.564 -2.034 0.07
H 0.804 4.798 -2.515 0.13
H -1.500 3.255 -3.876 0.11
H 4.824 1.525 -0.382 0.09
H -1.492 -0.639 1.423 0.10
H -0.189 4.256 -4.661 0.13
H 1.024 2.206 2.108 0.07
H -1.375 -5.462 -5.864 0.09
H 0.367 3.008 -1.140 0.07
H 2.259 1.761 -4.182 0.08
H -4.676 1.696 -5.772 0.07
H 2.319 4.372 1.798 0.08
H 2.876 -5.154 -3.111 0.08
H -3.116 2.219 -5.038 0.05
H -2.973 -0.647 -6.932 0.09
H 0.508 -2.896 -3.792 0.06
H -4.752 0.352 -3.872 0.14
H -1.560 -6.901 -4.820 0.08
H 3.111 -1.640 0.028 0.05
H -4.545 0.844 0.543 0.08
H 1.463 -6.499 -4.398 0.13
H -1.390 3.220 -1.226 0.07
H -3.019 -1.728 2.468 0.11
H 2.367 -0.055 -1.341 0.08
H 2.899 -0.157 -2.941 0.07
H -1.735 -1.960 -7.079 0.09
H 4.306 6.074 -0.324 0.13
```

strongest force on any atom = 3.4 eV Å⁻¹
electronic energy = -3276.5761 hartree
energy relative to the best compared isomer or geometry (same formula, charge and spin) = 455.0 kJ/mol
SMILES = COC[C@H](C)N.COC[C@H](C)N.COC[C@H](C)N.COC[C@H](C)N.COC[C@H](C)N.COC[C@H](C)N.COC[C@H](C)N.COC[C@H](C)N.COC[C@H](C)N.NC(N)=O.NC(N)=O.NC(N)=O
charge = 0
lowest unoccupied orbital energy = 0.009 Eh
HOMO energy = -0.3173 Eh

Record 2
Below is a structure of composition C28H38N8O5PdS2, with properties calculated with ωB97M-V/def2-TZVPD.

The geometry in XYZ format:
```
82
Properties=species:S:1:pos:R:3:mulliken_spin:R:1
Pd 0.856 0.027 0.656 1.39
S -1.330 -0.913 -1.267 0.40
S 0.698 2.699 2.318 0.29
O -0.111 1.728 -0.179 0.12
O 0.483 3.551 3.479 0.19
O -1.322 1.686 -4.504 0.00
O -0.768 -0.852 1.690 0.22
O -1.417 -1.356 3.750 0.03
N 2.232 -4.124 1.507 0.00
N 0.901 1.148 2.562 0.50
N -3.497 0.704 -0.886 0.00
N 4.221 -2.879 0.891 0.01
N -1.993 2.159 1.028 0.07
N 2.132 -1.703 1.315 0.04
N -1.783 1.606 -2.307 0.01
N 3.349 -2.739 3.150 0.01
C -5.925 -1.186 -0.968 0.00
C 4.549 -2.755 2.315 0.00
C -3.917 -0.173 0.216 0.01
C 5.653 4.780 -0.494 0.00
C -5.546 -0.877 -4.764 0.00
C -4.321 -1.524 -4.683 0.00
C 3.452 -4.115 0.703 0.00
C -3.291 0.517 -3.945 0.03
C 3.382 -1.758 0.515 0.03
C -0.806 -0.654 2.967 0.02
C -2.050 1.294 -3.615 -0.01
C 2.515 -1.619 2.752 -0.02
C -4.611 -1.450 -0.244 0.01
C -3.190 -0.827 -4.287 -0.01
C 3.002 2.375 0.750 -0.06
C 0.315 -0.745 -1.656 0.60
C -4.520 1.164 -4.015 0.00
C 2.600 -3.978 2.916 0.00
C 4.119 2.884 0.117 0.01
C -2.120 0.884 -1.119 0.01
C -5.645 0.467 -4.434 0.00
C 2.204 3.216 1.514 0.06
C 2.514 4.561 1.635 0.00
C 1.407 -2.994 1.123 0.01
C -1.389 1.642 0.033 -0.04
C 3.639 5.058 0.994 -0.01
C 4.453 4.234 0.225 0.01
C -0.037 0.552 3.519 -0.05
H 0.527 0.230 4.398 0.01
H -4.608 0.381 0.862 0.00
H 1.135 -3.072 0.069 -0.01
H -0.764 1.283 3.879 0.01
H -5.775 -0.643 -1.904 0.00
H 3.886 6.107 1.098 0.00
H 5.965 5.735 -0.074 0.00
H -3.045 -0.411 0.826 -0.01
H 3.216 -4.827 3.214 0.00
H 3.107 -1.836 -0.540 -0.01
H 0.493 -2.960 1.717 0.00
H 1.889 5.207 2.236 0.00
H 2.761 1.320 0.667 0.10
H -0.909 2.111 -2.200 0.01
H 4.075 -4.964 0.989 0.00
H -4.037 0.571 -1.728 -0.01
H 0.638 0.132 -2.207 0.03
H -3.941 -2.025 -0.888 0.00
H -6.431 -2.117 -1.223 0.00
H 5.176 -3.598 2.608 0.00
H -2.995 2.015 0.938 0.00
H 3.930 -0.824 0.671 -0.01
H 3.042 -0.677 2.913 0.00
H 0.800 -1.683 -1.904 -0.02
H 3.189 -4.213 -0.352 0.00
H -2.228 -1.320 -4.243 0.00
H 4.745 2.224 -0.472 0.00
H 5.108 -1.830 2.472 0.00
H -6.598 0.975 -4.499 0.00
H -6.602 -0.596 -0.346 0.00
H 1.693 -3.966 3.522 0.00
H -4.791 -2.064 0.641 0.00
H -4.592 2.213 -3.752 0.00
H -4.244 -2.572 -4.939 0.00
H 1.601 -1.627 3.348 0.00
H 6.494 4.089 -0.438 0.00
H 5.427 4.937 -1.550 0.00
H -6.426 -1.420 -5.083 0.00
```

strongest force on any atom = 0.5 eV Å⁻¹
electronic energy = -2828.1190 hartree
⟨S²⟩ = 6.02
energy relative to the best compared isomer or geometry (same formula, charge and spin) = 0.0 kJ/mol
spin multiplicity = 5
charge = 0
lowest unoccupied orbital energy (alpha / beta) = 0.011 / -0.064 Eh
HOMO energy (alpha / beta) = -0.2684 / -0.3237 Eh

Record 3
Below is the molecule C5H3NO in a non-equilibrium geometry, with properties calculated with ωB97M-V/def2-TZVPD.

The geometry in XYZ format:
```
10
Properties=species:S:1:pos:R:3:nbo_charge:R:1
O 0.548 -1.605 0.177 -0.39
N -2.171 2.260 0.628 -0.30
C 0.714 0.473 -0.619 -0.26
C 1.271 -0.757 -0.608 0.09
C -0.453 0.376 0.211 -0.27
C -0.493 -0.906 0.668 0.16
C -1.405 1.407 0.461 0.28
H 2.125 -1.172 -1.122 0.22
H -1.182 -1.420 1.323 0.22
H 1.064 1.352 -1.140 0.24
```

strongest force on any atom = 1.1 eV Å⁻¹
electronic energy = -322.2915 hartree
energy relative to the best compared isomer or geometry (same formula, charge and spin) = 0.7 kJ/mol
SMILES = N#Cc1ccoc1
charge = 0
lowest unoccupied orbital energy = 0.029 Eh
HOMO energy = -0.3556 Eh

Record 4
Below is a structure of composition C18H54F4KN2O32P6S4 in a non-equilibrium geometry, with properties calculated with ωB97M-V/def2-TZVPD.

The geometry in XYZ format:
```
121
Properties=species:S:1:pos:R:3:lowdin_charge:R:1
K -18.975 -0.852 -6.271 0.85
S -15.500 -1.672 -7.430 0.51
S -15.272 -1.714 -5.173 0.41
S -21.016 -2.590 -3.717 0.38
S -19.050 -2.006 -2.474 0.55
P -10.144 0.635 -8.884 0.38
P -16.513 -0.147 -13.631 0.39
P -20.574 -4.663 -8.156 0.40
P -11.036 -1.984 -3.124 0.40
P -12.371 3.502 -3.875 0.42
P -15.735 -6.483 -1.740 0.38
F -16.149 -1.665 -3.843 -0.21
F -22.074 -2.050 -4.784 -0.20
F -18.045 -0.773 -2.429 -0.20
F -16.737 -1.675 -8.499 -0.26
O -12.280 3.131 -2.470 -0.22
O -17.506 1.142 -13.548 -0.25
O -12.016 5.022 -4.254 -0.24
O -13.854 3.342 -4.535 -0.22
O -17.099 -1.482 -13.392 -0.23
O -14.541 -0.475 -5.100 -0.26
O -8.736 1.391 -8.862 -0.21
O -14.412 -5.591 -1.382 -0.25
O -11.934 -1.636 -1.874 -0.20
O -21.786 -2.787 -2.529 -0.27
O -20.436 -6.161 -7.601 -0.22
O -19.982 -3.625 -7.298 -0.25
O -22.130 -4.497 -8.458 -0.22
O -14.624 -2.955 -4.904 -0.25
O -10.141 -0.197 -7.521 -0.23
O -19.604 -1.944 -1.160 -0.26
O -16.853 -5.866 -0.794 -0.18
O -15.834 0.044 -15.059 -0.19
O -15.003 -0.389 -7.872 -0.29
O -11.475 -1.526 -4.451 -0.21
O -14.801 -2.872 -7.771 -0.24
O -20.552 -3.812 -4.346 -0.30
O -9.591 -1.403 -2.733 -0.21
O -15.393 -7.903 -1.149 -0.21
O -18.125 -3.053 -2.804 -0.26
O -15.970 -6.384 -3.179 -0.21
O -10.440 -0.121 -10.099 -0.22
O -10.943 -3.567 -2.987 -0.24
O -11.510 2.688 -4.956 -0.20
O -15.314 0.222 -12.675 -0.22
O -19.948 -4.768 -9.620 -0.22
O -11.119 1.890 -8.662 -0.21
N -20.011 -1.468 -3.793 -0.35
N -16.516 -1.817 -6.143 -0.32
C -10.840 -4.456 -4.093 -0.08
C -15.162 1.229 -15.368 -0.15
C -18.942 1.082 -13.447 -0.08
C -18.978 -3.910 -10.209 -0.07
C -14.258 4.118 -5.663 -0.10
C -12.303 6.067 -3.317 -0.09
C -14.167 -8.544 -1.506 -0.09
C -13.229 -1.008 -1.825 -0.05
C -22.767 -5.132 -9.582 -0.08
C -11.415 1.273 -4.835 -0.12
C -8.819 -2.048 -1.715 -0.10
C -15.543 0.439 -11.270 -0.05
C -16.471 -5.327 0.460 -0.11
C -12.466 1.569 -8.403 -0.12
C -8.428 2.384 -7.884 -0.10
C -20.428 -6.384 -6.176 -0.07
C -14.310 -4.289 -1.954 -0.10
C -10.438 -1.610 -7.488 -0.06
H -13.774 -1.368 -0.957 0.09
H -14.573 1.639 -14.541 0.09
H -13.226 0.080 -1.846 0.09
H -14.650 0.886 -10.842 0.08
H -17.346 -5.296 1.107 0.09
H -18.152 -4.556 -10.506 0.09
H -13.688 -4.407 -2.840 0.08
H -11.445 6.730 -3.416 0.09
H -13.357 -8.225 -0.848 0.09
H -12.646 1.100 -7.433 0.07
H -16.321 1.203 -11.183 0.09
H -21.454 -6.270 -5.825 0.09
H -13.072 2.468 -8.518 0.09
H -12.351 5.676 -2.302 0.08
H -10.087 -2.078 -8.407 0.08
H -23.588 -5.744 -9.200 0.08
H -22.085 -5.799 -10.100 0.08
H -13.773 -3.654 -1.244 0.08
H -11.687 0.919 -3.840 0.07
H -11.342 -5.408 -3.959 0.09
H -11.899 0.715 -5.627 0.06
H -7.779 -2.046 -2.029 0.09
H -8.017 3.253 -8.389 0.09
H -9.779 -4.536 -4.341 0.09
H -15.785 2.134 -15.487 0.08
H -15.241 -3.753 -2.148 0.09
H -9.185 -3.057 -1.520 0.08
H -14.250 3.447 -6.525 0.07
H -15.835 -0.510 -10.826 0.09
H -18.608 -3.140 -9.536 0.07
H -11.286 -3.986 -4.975 0.08
H -12.916 0.824 -9.072 0.07
H -7.771 2.007 -7.100 0.09
H -14.267 -9.608 -1.299 0.08
H -20.004 -7.364 -5.980 0.09
H -19.245 1.995 -13.965 0.08
H -10.386 0.898 -4.831 0.09
H -11.487 -1.774 -7.257 0.09
H -15.316 4.307 -5.472 0.09
H -8.955 -1.527 -0.764 0.09
H -19.317 -3.450 -11.137 0.09
H -9.337 2.660 -7.344 0.08
H -15.736 -5.883 1.049 0.09
H -14.595 1.261 -16.295 0.09
H -13.749 5.035 -5.944 0.08
H -19.822 -5.627 -5.676 0.07
H -13.929 -8.328 -2.545 0.09
H -16.061 -4.324 0.356 0.09
H -23.230 -4.308 -10.121 0.09
H -13.210 6.629 -3.536 0.09
H -19.239 0.244 -14.074 0.09
H -19.327 1.145 -12.433 0.09
H -9.798 -1.945 -6.673 0.08
H -13.780 -1.349 -2.700 0.06
```

strongest force on any atom = 7.6 eV Å⁻¹
electronic energy = -7876.2812 hartree
energy relative to the best compared isomer or geometry (same formula, charge and spin) = 103.3 kJ/mol
charge = -1
lowest unoccupied orbital energy = 0.048 Eh
HOMO energy = -0.2681 Eh